{
  "formula": "C59H54AuCl5Ge2INOS4",
  "method": "ωB97M-V/def2-TZVPD",
  "symbols": ["Au", "I", "Ge", "Ge", "Cl", "Cl", "Cl", "Cl", "Cl", "S", "S", "S", "S", "O", "N", "C", "C", "C", "C", "C", "C", "C", "C", "C", "C", "C", "C", "C", "C", "C", "C", "C", "C", "C", "C", "C", "C", "C", "C", "C", "C", "C", "C", "C", "C", "C", "C", "C", "C", "C", "C", "C", "C", "C", "C", "C", "C", "C", "C", "C", "C", "C", "C", "C", "C", "C", "C", "C", "C", "C", "C", "C", "C", "C", "H", "H", "H", "H", "H", "H", "H", "H", "H", "H", "H", "H", "H", "H", "H", "H", "H", "H", "H", "H", "H", "H", "H", "H", "H", "H", "H", "H", "H", "H", "H", "H", "H", "H", "H", "H", "H", "H", "H", "H", "H", "H", "H", "H", "H", "H", "H", "H", "H", "H", "H", "H", "H", "H"],
  "positions_angstrom": [[-0.987, 2.085, 1.672], [-4.947, 1.342, 1.765], [-0.136, -1.359, 1.061], [-0.335, 0.139, -1.359], [4.485, 6.102, 2.876], [3.945, 5.119, 5.790], [2.444, 5.463, 0.595], [1.319, 3.517, 6.399], [-0.716, 2.928, 4.112], [-1.312, -1.788, -0.781], [-1.554, 1.827, -0.509], [1.397, -0.096, 0.024], [-1.357, -0.036, 2.365], [0.159, 3.916, 1.469], [-3.207, 3.713, 1.710], [-3.217, 2.536, -3.818], [1.692, -3.504, 4.187], [-0.386, 1.709, -5.316], [-2.880, 4.997, 1.539], [-2.252, -5.234, -0.575], [-1.652, 6.747, -1.551], [2.816, 4.783, 4.534], [-0.104, 0.406, -3.297], [-1.241, -4.963, 0.341], [3.993, 0.842, 2.768], [-0.441, 1.618, -3.928], [2.167, -0.290, 3.899], [2.993, 0.819, 3.728], [0.198, -3.122, -3.550], [4.172, -0.286, 1.974], [1.183, -0.299, 5.039], [3.354, -1.399, 2.094], [-4.634, -5.073, -1.378], [-3.552, -4.796, -0.370], [-3.795, 5.960, 1.153], [1.653, 4.073, 4.803], [2.825, -3.100, -2.642], [2.754, -5.561, -2.130], [-3.224, -3.134, 3.033], [-3.840, -4.110, 0.805], [-0.002, 0.629, -6.089], [0.363, -2.792, 2.301], [-1.234, -3.190, -4.010], [0.380, -0.546, -5.472], [3.118, -0.689, -3.240], [-1.373, 5.377, -2.103], [-2.375, 4.598, -2.660], [-5.449, 4.237, 1.069], [-1.546, -4.238, 1.493], [-0.785, 2.880, -3.210], [2.149, 4.941, 2.210], [4.868, 2.051, 2.587], [0.166, -5.420, 0.079], [1.646, 3.126, -2.519], [2.113, -4.295, -2.628], [0.761, 3.802, 3.779], [3.048, 5.222, 3.226], [0.885, -4.619, 4.343], [0.237, 3.642, -2.625], [0.966, 4.198, 2.439], [0.921, -1.929, -3.525], [0.351, -0.668, -4.085], [0.814, -4.289, -3.111], [1.439, -2.579, 3.180], [2.328, -1.387, 3.050], [-0.076, 4.876, -2.084], [3.556, -2.588, 1.192], [-4.457, 3.356, 1.480], [-2.101, 3.355, -3.224], [-0.442, -3.929, 2.449], [-2.862, -3.835, 1.751], [-5.103, 5.567, 0.910], [2.264, -1.923, -3.113], [-0.173, -4.829, 3.476], [-0.639, 2.653, -5.782], [-3.486, 6.989, 1.042], [-2.995, -3.760, 3.899], [4.489, -2.491, 0.638], [3.576, -5.864, -2.782], [0.811, 0.705, 5.237], [0.709, 5.462, -1.622], [-1.575, -2.255, -4.449], [-4.857, -3.779, 0.990], [2.811, 0.095, -2.549], [-1.364, -3.981, -4.751], [-0.798, -5.709, 3.576], [0.330, -0.946, 4.847], [0.248, -5.215, -3.128], [1.671, -0.656, 5.951], [3.166, -5.426, -1.128], [-6.455, 3.886, 0.892], [-1.098, 7.506, -2.107], [-5.350, -5.803, -0.994], [-4.182, 2.998, -3.610], [-2.011, -5.791, -1.475], [-2.674, -2.200, 3.156], [0.186, -6.181, -0.700], [2.527, -3.332, 4.856], [2.856, 1.681, 4.375], [4.665, 2.803, 3.350], [-4.217, -5.468, -2.304], [1.940, 2.540, -3.391], [3.060, -0.272, -4.248], [0.786, -4.585, -0.257], [2.746, -2.677, 0.462], [2.036, -6.380, -2.093], [4.698, 2.509, 1.611], [3.584, -3.520, 1.760], [-5.189, -4.164, -1.615], [-5.849, 6.288, 0.600], [-3.230, 1.524, -3.407], [-1.888, -3.418, -3.164], [5.924, 1.784, 2.646], [0.028, 0.714, -7.168], [2.347, 3.951, -2.401], [1.086, -5.329, 5.135], [-1.334, 6.818, -0.508], [-1.838, 5.239, 1.715], [3.857, -3.092, -2.306], [-2.711, 6.991, -1.611], [4.160, -0.927, -3.030], [1.754, 2.487, -1.635], [0.630, -5.832, 0.977], [-4.288, -2.902, 3.055], [-3.114, 2.438, -4.901], [4.959, -0.291, 1.226], [0.728, -1.388, -6.057], [-3.396, 4.965, -2.667]],
  "homo_ev": -8.09,
  "lumo_energy_ha": -0.072,
  "max_force_ev_per_a": 0.80,
  "relative_energy_kj_mol": 0.00,
  "gap_ev": 6.13
}

{
  "formula": "C59H58N2O15S2",
  "method": "ωB97M-V/def2-TZVPD",
  "symbols": ["S", "S", "O", "O", "O", "O", "O", "O", "O", "O", "O", "O", "O", "O", "O", "O", "O", "N", "N", "C", "C", "C", "C", "C", "C", "C", "C", "C", "C", "C", "C", "C", "C", "C", "C", "C", "C", "C", "C", "C", "C", "C", "C", "C", "C", "C", "C", "C", "C", "C", "C", "C", "C", "C", "C", "C", "C", "C", "C", "C", "C", "C", "C", "C", "C", "C", "C", "C", "C", "C", "C", "C", "C", "C", "C", "C", "C", "C", "H", "H", "H", "H", "H", "H", "H", "H", "H", "H", "H", "H", "H", "H", "H", "H", "H", "H", "H", "H", "H", "H", "H", "H", "H", "H", "H", "H", "H", "H", "H", "H", "H", "H", "H", "H", "H", "H", "H", "H", "H", "H", "H", "H", "H", "H", "H", "H", "H", "H", "H", "H", "H", "H", "H", "H", "H", "H"],
  "positions_angstrom": [[-1.692, -0.040, -4.004], [-3.589, -0.365, -1.728], [-7.299, -7.538, -9.051], [1.690, 3.158, 0.865], [10.101, -2.482, 1.106], [0.524, 3.349, 8.620], [-0.068, -1.081, 7.235], [4.648, -2.214, 0.515], [4.193, 6.863, 7.126], [2.220, 2.143, -4.075], [14.277, 0.757, 1.369], [-9.490, 0.931, -2.361], [-0.501, 3.258, 4.805], [-4.375, -6.768, -4.705], [-0.659, 6.145, -6.010], [8.063, -2.283, 4.561], [-7.722, -2.038, -6.374], [-1.719, 1.606, -1.942], [0.153, 3.485, 2.577], [2.298, 4.755, 9.258], [1.359, 4.157, 8.273], [1.044, 1.328, 2.344], [0.587, 0.882, -1.258], [6.016, -1.491, 3.711], [-0.845, 1.237, -0.813], [3.221, 5.636, 8.882], [0.235, 0.304, 4.392], [3.350, 6.059, 7.464], [-0.002, 5.229, -5.563], [-3.699, -2.831, -4.497], [-3.381, -2.151, -2.002], [2.238, -0.039, 0.536], [-2.271, 0.465, -2.577], [12.564, -0.162, 0.044], [-7.193, -0.767, -4.464], [11.059, -1.739, 1.164], [1.566, 0.129, 1.873], [-4.545, 3.678, -0.259], [-9.575, -1.077, -5.284], [-0.078, 2.787, 3.782], [1.035, 2.700, 1.761], [5.428, -2.230, 1.446], [1.182, -0.351, -0.549], [0.682, -2.172, 4.794], [-0.557, 4.300, -4.550], [0.157, 3.291, -4.057], [-5.153, -7.510, -8.085], [-4.257, -2.802, -3.070], [0.384, 1.391, 3.564], [7.548, -3.027, 2.388], [2.411, 5.461, 6.483], [-7.256, -6.989, -6.762], [6.689, -3.005, 1.373], [-9.085, 0.253, -3.280], [11.812, -1.562, 2.430], [-10.019, -0.332, -4.276], [-7.637, -0.025, -3.453], [1.485, 4.581, 6.855], [-6.521, -6.796, -5.671], [-6.630, -7.362, -8.057], [-2.692, 2.671, -1.619], [7.279, -2.271, 3.636], [11.513, -0.974, -0.023], [-5.045, -6.945, -5.700], [-8.126, -1.355, -5.458], [-0.690, -2.521, 5.386], [1.401, -0.969, 2.718], [-4.418, -7.316, -6.994], [1.554, 3.058, -4.511], [0.761, -0.914, 3.964], [13.322, 0.016, 1.309], [-1.183, -1.635, 6.533], [5.157, -1.473, 2.696], [1.393, 4.993, -6.015], [2.113, 3.987, -5.527], [-3.427, 2.634, -0.272], [-5.353, 3.650, 1.040], [12.862, -0.749, 2.497], [-3.656, -2.574, -1.034], [-1.825, -0.830, 6.160], [11.455, -2.127, 3.282], [-0.600, -3.537, 5.782], [2.525, 5.786, 5.456], [0.788, 4.132, 6.154], [-5.914, 4.578, 1.170], [-3.426, 2.699, -2.430], [8.470, -3.584, 2.359], [-0.270, 0.425, 5.337], [1.630, -1.009, -1.296], [-4.135, 4.684, -0.390], [4.234, -0.907, 2.732], [0.601, 0.695, -2.333], [0.952, -2.998, 4.130], [2.185, 4.431, 10.284], [3.131, 3.794, -5.841], [-2.730, 2.913, 0.523], [-0.612, 3.977, 2.142], [-4.123, -3.663, -5.059], [-11.069, -0.116, -4.129], [13.429, -0.602, 3.407], [-4.705, 3.555, 1.915], [1.248, 1.733, -1.090], [0.385, -0.932, -0.074], [-6.141, -0.978, -4.612], [-1.784, -2.227, 7.229], [10.944, -1.120, -0.932], [1.785, -1.933, 2.398], [3.917, 6.085, 9.579], [-2.320, -2.349, -2.159], [-2.151, 3.623, -1.668], [-1.254, 0.389, -0.253], [1.423, -2.171, 5.594], [-3.964, -1.913, -5.023], [6.866, -3.544, 0.452], [-10.236, -1.514, -6.021], [12.916, 0.406, -0.808], [-5.256, -2.363, -3.070], [-6.972, 0.409, -2.717], [-1.436, -2.581, 4.591], [1.778, 5.683, -6.755], [-8.334, -6.886, -6.766], [-0.252, 2.596, -3.329], [-4.387, -3.845, -2.758], [-3.856, 1.656, -0.064], [5.843, -0.945, 4.629], [-1.576, 4.494, -4.239], [-4.719, -7.782, -9.039], [-3.340, -7.417, -6.990], [-0.787, 2.118, -0.173], [2.908, -0.898, 0.608], [2.828, 0.841, 0.284], [-5.230, 3.510, -1.096], [-2.613, -2.907, -4.495], [-6.087, 2.843, 1.043], [-6.954, -6.522, -4.717], [-0.347, -0.257, 7.643]],
  "homo_ev": -8.67,
  "lumo_energy_ha": -0.062,
  "max_force_ev_per_a": 0.87,
  "gap_ev": 6.99
}